(1)
90
Properties=species:S:1:pos:R:3 method="wB97M-V/def2-TZVPD" homo_ev=-7.36 total_energy_ha=-5269.478743 e_lumo_ev=0.1 multiplicity=1 largest_force_ev_per_a=0.67 relative_energy_kj_mol=22.2
Ba -0.573 0.270 -0.307
Se 3.132 0.758 -1.647
S 0.655 -3.884 -3.455
S -2.575 -4.000 1.979
O 0.454 1.356 1.768
O 0.559 2.320 -0.950
O 3.071 6.882 2.457
O 3.344 7.667 0.474
N 2.926 6.824 1.249
N -0.976 -2.319 0.946
N 5.413 -0.969 -1.658
N -0.286 -2.078 -1.934
N 5.620 0.695 -3.061
C 3.894 -2.916 -1.364
C 0.024 -4.365 -1.941
C 8.999 -0.735 -3.646
C -6.305 0.162 2.082
C 4.824 -1.903 -0.709
C 6.809 -0.019 -3.109
C 8.866 -1.803 -2.758
C 2.597 1.720 -5.483
C 3.828 0.831 -5.624
C 5.132 1.569 -5.331
C -1.679 -2.534 2.020
C 4.539 -3.793 -2.443
C 4.773 0.117 -2.166
C -4.002 0.631 1.341
C -5.775 1.263 4.569
C -5.031 0.683 2.339
C 6.680 -1.078 -2.215
C 0.615 -1.136 -4.032
C 5.362 1.890 -3.856
C 1.279 3.484 1.001
C -0.445 -3.282 -1.270
C -3.116 0.583 0.493
C -1.137 -3.333 0.026
C -1.972 -4.331 0.414
C 2.175 5.514 -0.708
C 1.598 4.401 -1.240
C -7.293 0.193 3.052
C 1.110 3.335 -0.421
C 7.703 -1.994 -2.027
C -1.768 -1.578 3.159
C 2.307 5.635 0.687
C 0.903 2.484 1.971
C 7.973 0.177 -3.837
C -7.034 0.742 4.301
C -4.784 1.235 3.600
C 0.286 -2.245 -3.092
C 1.868 4.643 1.521
C 4.586 -3.161 -3.833
H -3.805 1.648 3.806
H 3.744 -0.038 -4.962
H 4.989 -3.862 -4.566
H -2.512 -0.815 2.914
H 7.608 -2.823 -1.339
H 9.687 -2.497 -2.636
H -2.055 -2.076 4.083
H 2.535 6.316 -1.337
H -0.808 -1.081 3.296
H 2.687 2.606 -6.116
H 3.498 -3.543 -0.561
H 1.484 4.286 -2.310
H -6.504 -0.265 1.107
H 3.582 -2.879 -4.160
H 8.079 1.005 -4.525
H 2.451 2.043 -4.451
H 3.041 -2.375 -1.783
H -5.564 1.697 5.539
H -7.807 0.766 5.058
H -2.274 -5.199 -0.147
H 5.206 -2.264 -3.867
H 5.652 -2.407 -0.208
H 3.973 -4.725 -2.511
H -8.272 -0.213 2.832
H 0.503 -1.447 -5.070
H 0.021 -5.393 -1.619
H -0.043 -0.287 -3.847
H 4.282 -1.316 0.032
H 9.923 -0.615 -4.197
H 4.504 2.390 -3.409
H 1.987 4.760 2.590
H 1.641 -0.798 -3.868
H 1.063 2.796 3.017
H 1.694 1.191 -5.789
H 5.980 0.984 -5.699
H 5.548 -4.083 -2.132
H 6.229 2.544 -3.741
H 3.877 0.436 -6.641
H 5.143 2.513 -5.883

***

(2)
15
Properties=species:S:1:pos:R:3 method="wB97M-V/def2-TZVPD" homo_ev=-8.20 total_energy_ha=-685.662593 e_lumo_ev=0.6 multiplicity=1 largest_force_ev_per_a=1.72 relative_energy_kj_mol=281.7 smiles="C#CC1CN(C=S)C1"
S 1.715 -3.129 0.663
N 0.165 -0.993 0.572
C -0.026 1.074 0.126
C 1.120 -0.049 -0.040
C -0.964 -0.050 0.647
C 0.337 -2.240 0.886
C -0.407 1.741 -1.107
C -0.763 2.287 -2.109
H -1.124 2.680 -3.040
H 1.320 -0.300 -1.098
H -1.272 0.144 1.696
H -0.483 -2.751 1.322
H -1.776 -0.332 0.003
H 0.165 1.835 0.877
H 1.994 0.082 0.603

***

(3)
78
Properties=species:S:1:pos:R:3 method="wB97M-V/def2-TZVPD" homo_ev=-10.28 total_energy_ha=-2290.487934 e_lumo_ev=0.0 multiplicity=1 largest_force_ev_per_a=2.64 relative_energy_kj_mol=190.7 smiles="C[C@H]1COC(=O)O1.C[C@H]1COC(=O)O1.C[C@H]1COC(=O)O1.C[C@H]1COC(=O)O1.C[C@H]1COC(=O)O1.C[C@H]1COC(=O)O1"
O 2.616 -1.033 -5.217
O -2.199 0.054 6.347
O -3.400 -0.074 2.809
O -1.375 -0.932 -3.147
O -4.199 1.978 2.802
O 3.142 -1.649 5.712
O -0.517 1.182 5.318
O -2.482 0.574 -1.869
O -4.439 0.688 4.635
O 1.744 -3.098 4.808
O 3.605 -3.846 5.897
O -0.970 1.208 -3.383
O 0.629 -0.597 1.375
O 2.567 -1.628 -7.363
O 2.118 0.873 2.112
O -1.212 1.795 7.335
O 1.543 0.249 -6.764
O 2.170 0.082 -0.042
C 2.030 -1.116 -8.577
C 0.373 3.223 4.462
C 2.871 -2.972 5.564
C 0.244 -1.261 0.160
C 1.171 -0.608 -0.812
C -0.287 -1.806 4.658
C -1.708 0.308 -2.727
C -2.391 2.800 1.416
C 2.265 -0.792 -6.323
C -1.386 0.918 6.336
C 1.922 -1.562 -1.737
C -3.254 0.377 1.464
C 0.910 -1.996 -9.143
C -0.433 -0.869 -4.225
C -1.200 -1.269 -5.491
C -3.997 0.885 3.549
C 0.006 0.613 -4.255
C 0.298 2.305 5.688
C -0.408 2.886 6.899
C 2.002 -0.871 5.416
C -3.620 1.888 1.511
C 1.238 -1.788 4.502
C 1.711 0.189 1.228
C 1.701 0.317 -8.169
H 1.204 3.912 4.635
H -0.582 -1.242 -6.387
H 2.357 0.083 5.021
H -0.849 3.881 6.774
H -0.813 -1.103 -0.026
H 0.317 2.786 3.474
H -2.583 3.759 1.896
H 2.670 -1.105 -2.377
H 2.484 -2.282 -1.127
H 0.387 -1.557 -4.058
H 1.411 -2.865 -9.580
H -2.152 -0.742 -5.512
H -3.962 -0.131 0.811
H 1.395 -0.562 6.283
H 0.255 3.100 7.744
H -0.828 -2.698 4.346
H 2.570 0.970 -8.321
H 1.008 0.816 -3.884
H 0.254 -2.431 -8.388
H 0.546 -2.311 0.179
H -0.170 1.144 -5.185
H -2.229 0.201 1.153
H 2.838 -1.134 -9.310
H -0.722 -1.005 4.066
H -0.411 -1.708 5.735
H 1.270 -2.280 -2.240
H -0.485 3.907 4.507
H -1.485 2.420 1.897
H 1.600 -1.582 3.488
H 1.281 1.972 6.031
H 0.352 -1.571 -9.975
H -4.327 2.183 0.742
H -1.480 -2.325 -5.423
H -2.087 2.921 0.375
H 0.894 0.758 -8.751
H 0.675 0.196 -1.371

***

(4)
66
Properties=species:S:1:pos:R:3 method="wB97M-V/def2-TZVPD" homo_ev=-9.16 total_energy_ha=-15724.345378 e_lumo_ev=0.0 multiplicity=1 largest_force_ev_per_a=1.39 smiles=CC(C)C[C@@H](C)COP.ClC(Cl)(Cl)Cl.ClC(Cl)(Cl)Cl.ClC(Cl)(Cl)Cl.ClC(Cl)(Cl)Cl.ClC(Cl)(Cl)Cl.ClC(Cl)(Cl)Cl.ClC(Cl)(Cl)Cl.ClC(Cl)(Cl)Cl
Cl 3.814 -6.665 -3.179
Cl -7.924 -11.965 -1.628
Cl -3.212 -5.282 -5.974
Cl 1.263 -2.000 -6.204
Cl 2.614 1.260 1.028
Cl -0.423 10.027 6.182
Cl -4.718 -8.988 -8.139
Cl -2.862 -6.024 -3.206
Cl -4.485 -11.764 -7.392
Cl 2.283 -3.996 -4.375
Cl 6.299 -5.210 -3.296
Cl -7.478 -9.464 -3.001
Cl -0.725 -4.707 -4.621
Cl 0.660 -1.798 -3.386
Cl -6.608 -5.020 -5.898
Cl -7.032 -10.427 -7.185
Cl -8.630 -6.740 -4.792
Cl 1.111 -0.616 -0.567
Cl -7.810 -9.497 -0.137
Cl 3.336 -1.317 -4.316
Cl 5.297 -6.153 -0.760
Cl -3.116 -3.243 -3.938
Cl -0.572 12.899 6.412
Cl -10.062 -10.040 -1.857
Cl 1.026 11.699 4.331
Cl -5.888 -7.671 -5.026
Cl 0.217 0.056 2.096
Cl -5.927 -11.029 -9.781
Cl 2.594 -1.537 1.729
Cl -6.578 -5.647 -3.083
Cl -1.853 11.559 4.200
Cl 6.307 -8.035 -2.700
P 6.453 6.714 3.609
O 4.892 6.572 4.121
C 1.634 -0.208 1.071
C -6.928 -6.275 -4.695
C 3.889 7.131 3.261
C 5.432 -6.517 -2.483
C 1.877 -2.280 -4.572
C 2.458 5.346 4.389
C -5.541 -10.552 -8.125
C 2.621 2.891 4.308
C -2.479 -4.816 -4.435
C -8.317 -10.242 -1.657
C 2.344 4.147 3.438
C 1.918 7.788 4.645
C -0.456 11.546 5.282
C 2.476 6.703 3.682
C 0.916 4.027 2.878
H 3.320 5.208 5.038
H 4.100 6.913 2.214
H 2.736 8.324 5.118
H 6.766 8.044 3.991
H 6.280 6.919 2.218
H 1.287 8.463 4.071
H 3.078 4.236 2.638
H 0.652 2.982 2.742
H 2.203 3.133 5.284
H 2.085 2.014 3.951
H 0.197 4.431 3.588
H 1.316 7.362 5.443
H 1.869 6.663 2.780
H 1.578 5.298 5.028
H 3.946 8.219 3.348
H 0.800 4.488 1.899
H 3.679 2.662 4.393

***

(5)
11
Properties=species:S:1:pos:R:3 method="wB97M-V/def2-TZVPD" homo_ev=-8.70 total_energy_ha=-699.625937 e_lumo_ev=0.7 multiplicity=1 largest_force_ev_per_a=2.74 relative_energy_kj_mol=121.3 smiles=Oc1c[nH]nc1S
S -0.728 0.398 2.325
O -0.388 -1.970 0.153
N 0.120 1.577 0.056
N 0.450 1.111 -1.222
C 0.255 -0.237 -1.404
C -0.229 0.475 0.666
C -0.175 -0.687 -0.197
H 0.512 0.321 2.852
H 0.550 1.793 -1.930
H -0.860 -1.989 1.002
H 0.492 -0.791 -2.300

***

Copy entry 4 word for word.
66
Properties=species:S:1:pos:R:3 method="wB97M-V/def2-TZVPD" homo_ev=-9.16 total_energy_ha=-15724.345378 e_lumo_ev=0.0 multiplicity=1 largest_force_ev_per_a=1.39 smiles=CC(C)C[C@@H](C)COP.ClC(Cl)(Cl)Cl.ClC(Cl)(Cl)Cl.ClC(Cl)(Cl)Cl.ClC(Cl)(Cl)Cl.ClC(Cl)(Cl)Cl.ClC(Cl)(Cl)Cl.ClC(Cl)(Cl)Cl.ClC(Cl)(Cl)Cl
Cl 3.814 -6.665 -3.179
Cl -7.924 -11.965 -1.628
Cl -3.212 -5.282 -5.974
Cl 1.263 -2.000 -6.204
Cl 2.614 1.260 1.028
Cl -0.423 10.027 6.182
Cl -4.718 -8.988 -8.139
Cl -2.862 -6.024 -3.206
Cl -4.485 -11.764 -7.392
Cl 2.283 -3.996 -4.375
Cl 6.299 -5.210 -3.296
Cl -7.478 -9.464 -3.001
Cl -0.725 -4.707 -4.621
Cl 0.660 -1.798 -3.386
Cl -6.608 -5.020 -5.898
Cl -7.032 -10.427 -7.185
Cl -8.630 -6.740 -4.792
Cl 1.111 -0.616 -0.567
Cl -7.810 -9.497 -0.137
Cl 3.336 -1.317 -4.316
Cl 5.297 -6.153 -0.760
Cl -3.116 -3.243 -3.938
Cl -0.572 12.899 6.412
Cl -10.062 -10.040 -1.857
Cl 1.026 11.699 4.331
Cl -5.888 -7.671 -5.026
Cl 0.217 0.056 2.096
Cl -5.927 -11.029 -9.781
Cl 2.594 -1.537 1.729
Cl -6.578 -5.647 -3.083
Cl -1.853 11.559 4.200
Cl 6.307 -8.035 -2.700
P 6.453 6.714 3.609
O 4.892 6.572 4.121
C 1.634 -0.208 1.071
C -6.928 -6.275 -4.695
C 3.889 7.131 3.261
C 5.432 -6.517 -2.483
C 1.877 -2.280 -4.572
C 2.458 5.346 4.389
C -5.541 -10.552 -8.125
C 2.621 2.891 4.308
C -2.479 -4.816 -4.435
C -8.317 -10.242 -1.657
C 2.344 4.147 3.438
C 1.918 7.788 4.645
C -0.456 11.546 5.282
C 2.476 6.703 3.682
C 0.916 4.027 2.878
H 3.320 5.208 5.038
H 4.100 6.913 2.214
H 2.736 8.324 5.118
H 6.766 8.044 3.991
H 6.280 6.919 2.218
H 1.287 8.463 4.071
H 3.078 4.236 2.638
H 0.652 2.982 2.742
H 2.203 3.133 5.284
H 2.085 2.014 3.951
H 0.197 4.431 3.588
H 1.316 7.362 5.443
H 1.869 6.663 2.780
H 1.578 5.298 5.028
H 3.946 8.219 3.348
H 0.800 4.488 1.899
H 3.679 2.662 4.393